Record 1
Formula: C4H4N2O2
Source: the OMol25 dataset
Level of theory: ωB97M-V with the def2-TZVPD basis set

Its LUMO energy is -0.44 eV. The calculation puts the max |F| at 10.1 eV Å⁻¹. The energy relative to the best compared isomer or geometry (same formula, charge and spin) is 215.5 kcal/mol.

Geometry as XYZ:
```
12
Properties=species:S:1:pos:R:3:forces:R:3:mulliken_charge:R:1
C -0.71415 -1.18648 0.91006 2.265 0.340 3.787 -0.012
C -0.27663 -0.49877 -1.14828 5.695 -2.081 -3.033 0.401
C -0.49330 0.73638 -0.70375 -1.000 1.513 -0.244 -0.221
C -0.47140 2.06306 -1.26512 2.590 8.478 -3.733 -0.134
H 1.90356 -1.13680 2.23988 3.604 -0.338 7.358 0.297
H -2.05247 -0.76537 1.31054 4.217 -1.901 -2.265 0.387
H 0.35280 -0.80176 -2.13770 -2.443 1.449 1.692 0.290
H -0.77892 0.96494 0.28966 -0.059 -0.632 1.206 0.293
N 0.06375 -0.90768 1.93932 0.458 -1.208 -3.525 -0.268
N -0.22749 3.26306 -1.59516 -2.230 -9.539 2.629 -0.458
O 1.53050 -1.08320 1.47090 -6.385 0.764 -5.729 -0.341
O 0.15126 -1.59603 -0.32953 -6.712 3.155 1.856 -0.234
```
Forces are in eV/Å.

=====

Record 2
Formula: C14H34EuN13Si
Source: the OMol25 dataset
Level of theory: ωB97M-V with the def2-TZVPD basis set

As for the multiplicity: 7. Its LUMO energy (spin up / spin down) is -6.47 / -4.81 eV. Its net charge is +2. The calculation puts the max |F| at 0.8 eV Å⁻¹. The energy relative to the best compared isomer or geometry (same formula, charge and spin) is 7.2 kcal/mol.

Geometry as XYZ:
```
63
Properties=species:S:1:pos:R:3:forces:R:3:lowdin_spin:R:1
Eu -0.20129 0.34980 1.19261 0.695 -0.025 0.393 6.077
N 0.51632 0.35465 3.67535 -0.025 0.009 0.010 -0.010
C 1.76720 1.13751 3.78558 0.002 -0.043 -0.031 0.000
C 2.86149 0.50028 2.94386 0.027 -0.007 -0.008 0.000
N 2.49644 0.26751 1.52215 -0.083 0.022 -0.086 -0.009
C 3.04069 -1.03777 1.07232 0.004 0.019 -0.012 0.000
C 2.24373 -2.20793 1.59558 -0.013 -0.029 0.003 0.000
N 0.85215 -2.06990 1.13666 -0.082 0.202 -0.093 -0.008
C 3.09749 1.29794 0.63990 0.011 -0.018 -0.002 0.000
C 2.53922 2.67973 0.87309 -0.020 0.033 -0.001 0.000
N 1.08486 2.65138 0.62310 -0.110 -0.190 -0.117 -0.006
H -0.19751 0.76855 4.26948 -0.004 0.008 0.004 0.000
H 0.65809 -0.58073 4.04973 0.021 -0.010 -0.009 0.000
H 2.11874 1.19652 4.81776 0.006 0.042 -0.002 0.000
H 1.54788 2.15388 3.45735 -0.007 -0.002 -0.011 0.000
H 3.11607 -0.45967 3.39564 -0.012 -0.004 0.004 0.000
H 3.76830 1.10974 3.00592 0.000 0.003 0.007 0.000
H 4.09576 -1.13028 1.35229 -0.003 -0.007 0.014 0.000
H 2.99636 -1.05056 -0.01882 -0.006 -0.010 0.000 0.000
H 2.24210 -2.24135 2.68642 -0.002 0.011 -0.002 0.000
H 2.70742 -3.13622 1.25515 -0.006 -0.001 -0.004 0.000
H 0.26326 -2.77390 1.56701 -0.027 0.026 0.027 0.000
H 0.80554 -2.23130 0.13111 0.023 -0.010 -0.001 0.000
H 2.87936 1.00479 -0.39005 0.008 0.009 -0.006 0.000
H 4.18756 1.30550 0.75516 -0.002 0.012 0.023 0.000
H 3.05778 3.38589 0.22169 -0.008 -0.004 -0.013 0.000
H 2.71318 3.01497 1.89533 0.007 -0.008 0.000 0.000
H 0.92764 2.61813 -0.38465 0.007 -0.003 -0.011 0.000
H 0.66337 3.51982 0.93271 -0.027 -0.008 0.018 0.000
C 1.28641 -1.45168 -4.66477 0.009 -0.001 -0.003 0.000
Si 0.25576 0.03403 -4.21524 -0.007 0.001 -0.001 0.000
C 1.14755 1.62363 -4.60226 0.009 0.003 0.006 0.000
C -1.42290 -0.02529 -5.02112 -0.004 -0.005 0.011 0.000
C -0.01010 -0.00250 -2.36629 0.000 0.005 -0.002 -0.001
C -0.18535 0.02975 -1.15192 -0.038 -0.137 -0.036 -0.026
H 1.44666 -1.48927 -5.74438 0.003 -0.004 0.006 0.000
H 0.80002 -2.38292 -4.36888 -0.004 -0.001 -0.005 0.000
H 2.26668 -1.41358 -4.18593 -0.003 -0.003 -0.002 0.000
H 1.30076 1.72255 -5.67890 0.004 0.000 0.004 0.000
H 2.12918 1.65132 -4.12495 -0.001 0.005 -0.004 0.000
H 0.57744 2.49191 -4.26697 -0.005 -0.005 -0.007 0.000
H -1.32365 -0.00072 -6.10825 -0.001 0.000 0.002 0.000
H -2.03705 0.82562 -4.72180 0.004 -0.005 -0.001 0.000
H -1.95772 -0.93992 -4.75792 -0.003 0.002 -0.007 0.000
N -4.79447 1.79819 0.71190 0.286 0.038 -0.004 0.000
N -3.63738 2.27844 1.28638 -0.008 0.056 0.036 0.000
N -3.54006 3.50219 1.73718 0.315 -0.085 0.110 0.000
C -2.25899 3.55772 2.10713 -0.239 -0.133 -0.125 0.000
N -1.63264 2.39881 1.87406 -0.350 -0.012 0.133 -0.006
N -2.54240 1.58869 1.34375 -0.060 0.260 -0.162 -0.003
H -5.56300 2.36562 1.05215 -0.051 -0.025 -0.003 0.000
H -4.89288 0.82043 0.95639 -0.109 -0.019 0.044 0.000
H -1.80783 4.43304 2.54140 -0.002 0.002 0.001 0.000
N -2.70986 -3.13629 -0.97480 -0.076 -0.005 0.066 0.000
C -3.45622 -3.60634 0.03717 0.084 -0.001 -0.027 0.000
N -4.28303 -4.62274 -0.17980 -0.016 -0.030 0.013 0.000
N -3.40772 -3.11923 1.27854 0.018 0.008 -0.003 0.001
C -2.58175 -2.17598 1.55829 -0.011 0.074 -0.182 0.001
N -1.84803 -1.31401 1.84423 -0.130 -0.065 0.091 -0.008
H -2.82289 -3.48592 -1.91141 -0.001 -0.007 0.006 0.000
H -2.17414 -2.28882 -0.86698 0.031 0.058 -0.044 0.000
H -4.38239 -5.06007 -1.07900 -0.003 0.003 -0.002 0.000
H -4.78725 -5.00364 0.60359 -0.015 0.010 -0.002 0.000
```
Forces are in eV/Å.